(1)
{
  "formula": "C7H6O",
  "method": "ωB97M-V/def2-TZVPD",
  "homo_energy_ev": -7.830,
  "gap_ha": 0.3064,
  "e_lumo_ev": 0.506,
  "charge": 0,
  "smiles": "C#C/C=C1\\C=CCO1",
  "elements": ["O", "C", "C", "C", "C", "C", "C", "C", "H", "H", "H", "H", "H", "H"],
  "positions_angstrom": [[-1.35411, -0.08987, -1.00495], [-0.69309, -1.67215, 0.43143], [0.13253, -0.60333, 0.69844], [-0.14875, 0.25159, -0.41262], [1.60720, 1.76220, -0.03800], [0.53149, 1.32147, -0.82506], [2.39079, 2.19759, 0.78250], [-1.69710, -1.31925, -0.50041], [-1.84990, -2.12970, -1.34114], [-2.60204, -1.16415, 0.10980], [-0.68936, -2.50387, 1.23074], [1.03405, -0.59240, 1.23660], [3.15642, 2.73535, 1.38671], [0.18186, 1.80650, -1.75405]]
}

***

(2)
{
  "formula": "C5H11N2",
  "method": "ωB97M-V/def2-TZVPD",
  "homo_energy_ev": [-12.508, -12.508],
  "gap_ha": [0.3019, 0.3018],
  "e_lumo_ev": [-4.293, -4.296],
  "charge": 1,
  "elements": ["N", "N", "C", "C", "C", "C", "C", "H", "H", "H", "H", "H", "H", "H", "H", "H", "H", "H"],
  "positions_angstrom": [[-1.07832, 1.86284, 0.45983], [0.71668, 0.40784, 0.14574], [-1.81840, -0.95278, -0.65842], [-1.92376, -1.60852, 0.44511], [-0.36298, 0.94394, -0.46933], [2.69281, -0.93566, 0.30633], [1.56406, -0.35083, -0.43651], [3.63638, -0.63424, -0.14847], [2.64901, -2.02283, 0.23764], [-0.77718, 2.83991, 0.33077], [-1.41395, -1.35729, 1.36267], [-2.53535, -2.50423, 0.51846], [-2.09907, 1.80999, 0.36248], [2.66517, -0.63326, 1.34926], [-0.78821, 1.56131, 1.40224], [-0.38481, 1.25308, -1.50811], [-2.16424, -0.97242, -1.66448], [1.47791, -0.61072, -1.49902]]
}

***

(3)
{
  "formula": "C25H27IrN11O2Se",
  "method": "ωB97M-V/def2-TZVPD",
  "homo_energy_ev": [-20.263, -20.247],
  "gap_ha": [0.2392, 0.1683],
  "e_lumo_ev": [-13.755, -15.668],
  "charge": 4,
  "s2": 0.7812,
  "multiplicity": 2,
  "elements": ["Ir", "Se", "O", "O", "N", "N", "N", "N", "N", "N", "N", "N", "N", "N", "N", "C", "C", "C", "C", "C", "C", "C", "C", "C", "C", "C", "C", "C", "C", "C", "C", "C", "C", "C", "C", "C", "C", "C", "C", "C", "H", "H", "H", "H", "H", "H", "H", "H", "H", "H", "H", "H", "H", "H", "H", "H", "H", "H", "H", "H", "H", "H", "H", "H", "H", "H", "H"],
  "positions_angstrom": [[-0.06128, 0.52789, 0.06789], [0.60938, 0.97102, -3.29255], [-1.30728, -2.88306, 3.09354], [0.48038, -1.73296, 2.77563], [-0.27551, 0.00429, -2.01126], [0.15794, 1.23015, 1.99298], [-3.11677, -0.19587, 0.74160], [1.99468, 0.67999, 0.25892], [0.02452, -0.04655, -4.58015], [-3.48834, -1.76612, 2.37147], [-1.29522, -1.17856, 1.61044], [-0.67725, -2.00345, 2.55721], [0.09529, 2.43280, -0.58922], [0.89896, -1.76736, -0.19133], [-2.26778, 0.67046, 0.01336], [-1.40437, -1.95652, -4.89294], [-2.22981, -2.89449, -4.28418], [1.14531, -4.14914, -0.23749], [2.43565, 2.10394, 0.00307], [-0.81211, 1.83350, 2.70432], [-0.73911, 4.49343, -1.46578], [0.62187, 2.03254, 4.59857], [1.36381, 1.03139, 2.56534], [1.62777, 1.42439, 3.86180], [-2.61508, -1.10775, 1.63872], [2.34670, 0.34006, 1.68299], [-0.61737, 2.24481, 4.00338], [2.20693, -1.65709, -0.47813], [2.49663, -4.02621, -0.52331], [1.32343, 2.98341, -0.47920], [-0.76178, -0.97684, -4.07731], [3.03608, -2.75279, -0.63960], [0.39191, -3.00100, -0.06945], [0.51628, 5.07840, -1.30884], [-1.80446, -1.93715, -2.07136], [-0.94525, -0.95872, -2.64453], [-2.42195, -2.87219, -2.89672], [2.74629, -0.26128, -0.62560], [1.55729, 4.30354, -0.82708], [-0.90976, 3.17958, -1.10464], [4.09039, -2.61234, -0.84164], [-1.23290, -1.94372, -5.96322], [2.65914, 0.09364, -1.65296], [-2.51495, 0.57234, -0.97269], [3.80487, -0.22470, -0.35887], [-2.72913, -3.64460, -4.88418], [-3.16421, -2.48968, 3.00159], [3.12319, -4.90180, -0.63476], [2.60620, 1.24912, 4.29010], [0.67916, 6.11538, -1.57550], [-1.57497, 5.05067, -1.86702], [-3.07560, -3.61306, -2.45226], [-1.42285, 2.72812, 4.53904], [-1.98221, -1.95400, -1.00487], [2.84917, 2.51890, 0.92258], [0.80180, 2.34420, 5.61977], [-2.51563, 1.62454, 0.27801], [-1.76483, 1.99290, 2.21891], [2.55426, 4.71389, -0.72266], [0.68184, -5.11905, -0.11924], [2.27354, -0.73649, 1.81102], [-4.47490, -1.55062, 2.34714], [-1.86518, 2.69972, -1.26185], [-4.10890, -0.01875, 0.67058], [3.37555, 0.64785, 1.87569], [-0.64718, -3.07867, 0.21290], [3.24774, 2.09571, -0.72619]]
}

***

(4)
{
  "formula": "C3H11NS2",
  "method": "ωB97M-V/def2-TZVPD",
  "homo_energy_ev": -8.441,
  "gap_ha": 0.3270,
  "e_lumo_ev": 0.459,
  "charge": 0,
  "smiles": "CCN.CSS",
  "elements": ["S", "S", "N", "C", "C", "C", "H", "H", "H", "H", "H", "H", "H", "H", "H", "H", "H"],
  "positions_angstrom": [[1.42090, -0.59029, 1.34115], [1.05789, -1.14428, -0.61708], [-1.90931, 1.95897, -0.60997], [-2.05518, 0.53523, -1.28165], [-2.74782, -0.41404, -0.33032], [1.96720, 1.11301, 0.95910], [2.21756, 1.67870, 1.87622], [-3.65188, 0.13663, -0.02035], [-2.44735, 2.76563, -1.14367], [-2.18277, -0.73937, 0.56970], [-2.90176, -1.33900, -0.92767], [2.93422, 1.31827, 0.56004], [-0.90400, 2.23879, -0.56524], [0.04482, -1.91274, -0.26672], [-2.64576, 0.80133, -2.28487], [-1.05280, 0.03353, -1.47808], [1.30891, 1.65333, 0.28256]]
}

***

(5)
{
  "formula": "C2H6O2Se",
  "method": "ωB97M-V/def2-TZVPD",
  "homo_energy_ev": -8.324,
  "gap_ha": 0.3279,
  "e_lumo_ev": 0.599,
  "charge": 0,
  "smiles": "OC[Se]CO",
  "elements": ["Se", "O", "O", "C", "C", "H", "H", "H", "H", "H", "H"],
  "positions_angstrom": [[1.41576, 0.80810, -0.23027], [0.36501, -1.88608, 0.65879], [-0.95667, 0.65345, 0.94828], [-0.49781, 1.33715, -0.13064], [0.79367, -1.27133, -0.47305], [0.07923, -1.05773, -1.32207], [1.79520, -1.76336, -0.88167], [-0.94492, 1.33235, 1.58097], [-0.90788, 0.94279, -1.08045], [-0.63494, 2.46367, -0.10705], [-0.50666, -1.55901, 1.03715]]
}

***

(6)
{
  "formula": "C5H6ClFO",
  "method": "ωB97M-V/def2-TZVPD",
  "homo_energy_ev": -9.852,
  "gap_ha": 0.3827,
  "e_lumo_ev": 0.562,
  "charge": 0,
  "smiles": "C=C(F)C[C@@H](Cl)C=O",
  "elements": ["Cl", "F", "O", "C", "C", "C", "C", "C", "H", "H", "H", "H", "H", "H"],
  "positions_angstrom": [[-1.63322, -1.35531, 0.05918], [2.74993, -0.25069, -0.39024], [-0.63613, 2.40692, 0.16388], [1.30785, -0.41716, 1.37136], [0.54415, 0.00948, -1.01295], [-1.17507, 1.34792, 0.34774], [1.51245, -0.23634, 0.08718], [-0.94157, 0.16282, -0.63990], [-1.52887, 0.45755, -1.53727], [0.72707, -0.75018, -1.77727], [-1.83105, 1.05252, 1.18950], [0.30307, -0.52139, 1.76341], [2.14966, -0.38190, 2.07472], [0.79767, 0.98422, -1.43860]]
}

***

We obtain total energy values of -9399.6546; -8332.9511; -114991.1202; -26448.3764; -71610.6693; -22568.6176 eV for the records listed above, in that order.
We obtain ΔE to the lowest compared entry with this formula, charge and spin values of 2.5654; 4.1679; 3.2746; 1.5842; 0.2109; 0.2919 eV for the records listed above, in that order.
We obtain largest force on an atom values of 0.125; 0.084; 0.020; 0.063; 0.063; 0.025 hartree/bohr for the records listed above, in that order.